Record 1
This record from OMol25 describes C43H41Cl5FN5Y as an isolated structure. The level of theory is ωB97M-V/def2-TZVPD.

E_LUMO: -2.3826 eV
Calculated total energy: -119079.6772 eV
Relative energy (zero: lowest compared OMol25 entry of this formula, charge and spin): 23.93 kJ/mol
Net charge: +1
HOMO level: -9.810 eV

Last column: Löwdin charge in e.
Element x y z (Å)
H: -2.63643 0.58668 0.68036  0.055
C: 1.06211 -3.63315 0.53526  -0.133
C: 0.59747 -0.86682 4.06031  -0.265
C: -1.68930 0.52023 4.65499  -0.028
C: -1.40484 3.70444 -2.62819  -0.027
C: 3.18182 0.11782 -1.42086  -0.103
H: 4.53198 0.52145 -3.02893  0.117
C: -4.47917 0.34865 -0.37253  -0.051
H: -4.89071 2.60646 1.07985  0.081
H: -1.17699 0.22667 6.72035  0.121
C: 0.35624 2.00012 -4.47267  -0.044
C: 4.95902 -1.33953 -2.02039  -0.024
C: -2.68407 2.07653 -0.77603  -0.208
N: -0.97946 -2.33046 0.71848  0.052
H: 3.48609 -3.60774 0.97239  0.139
C: 0.47586 2.08822 -2.95117  -0.377
C: 3.15219 4.18058 2.06854  -0.707
H: -3.02137 5.08275 -2.32587  0.108
C: 3.93952 3.02913 2.12317  -0.711
N: 1.67903 -2.55175 1.32182  -0.201
C: -2.59175 4.12563 -2.05813  -0.055
C: 4.57172 -2.17118 -0.98120  0.004
C: -1.48079 1.65024 -1.36572  -0.282
C: -2.50187 -1.43054 -3.92814  -0.073
C: -4.01067 2.04797 1.40401  -0.076
C: -2.27564 -0.44966 -2.97188  -0.022
H: 0.13120 -3.46200 -3.25909  0.121
C: 3.49510 -1.80268 -0.19307  -0.292
H: -4.20834 -3.11208 0.23172  0.116
H: -4.34615 1.37735 2.20102  0.080
C: -0.40467 -1.65904 -2.26241  -0.218
H: 1.47184 -3.60442 -0.47427  0.130
C: 1.29133 2.78435 1.57274  -0.669
F: 0.71393 -1.70628 -1.44976  -0.036
H: 1.71013 3.09346 -1.45067  0.073
H: -0.70590 -5.57830 -0.07580  0.126
H: 2.54346 2.76857 -2.98765  0.077
H: -5.21886 0.96754 -0.88625  0.094
H: 1.37175 4.07421 -2.86783  0.086
C: -1.27287 0.28067 3.36007  -0.140
H: 0.88198 -1.05560 6.16964  0.122
H: 2.06941 -3.72398 3.02346  0.134
C: -0.43572 -3.52403 0.46578  -0.270
H: -3.34251 -1.31405 -4.60116  0.110
C: -2.31135 -2.22455 0.64445  -0.102
C: -3.22024 3.30933 -1.13384  -0.034
H: -2.92855 0.41192 -2.92705  0.117
C: -1.20925 -0.54649 -2.06302  -0.260
C: -0.89831 0.05095 5.68942  -0.027
C: 1.80526 -1.67462 3.68557  -0.104
H: -3.17918 -5.34344 -0.27821  0.120
H: 0.73671 1.09349 -2.58760  0.093
H: -1.85484 -3.29311 -4.79823  0.104
H: 1.29868 1.66628 -4.91383  0.081
Cl: 4.43372 0.41053 2.05437  0.712
H: -2.72758 -1.25576 0.87225  0.083
H: 1.33962 -4.60357 0.96617  0.140
H: -2.60382 1.06896 4.83285  0.117
H: -0.42609 1.29842 -4.76713  0.079
C: -2.56616 -4.49891 0.00920  -0.026
H: 3.64553 -2.11477 1.87793  0.086
H: 5.80105 -1.60463 -2.64665  0.120
N: -0.88601 0.37035 -1.05653  -0.085
N: -0.14800 -0.38113 3.05646  0.026
C: 0.25051 -0.65834 5.38635  0.004
C: -1.67325 -2.53882 -4.04498  -0.087
H: -1.86210 0.64704 2.53118  0.058
H: 0.42291 -3.12596 2.89117  0.128
C: 3.12533 -2.57530 1.04093  -0.141
H: 2.55084 -1.01436 3.23401  0.066
C: 3.35231 1.78812 1.87780  -0.659
C: 1.79452 4.06046 1.79949  -0.717
Cl: -0.43374 2.66113 1.24355  0.801
N: 2.80101 -0.68539 -0.42574  -0.009
C: -0.83864 2.47652 -2.29877  -0.151
H: -4.06122 -0.34403 -1.10334  0.060
C: 1.58752 3.05615 -2.53851  -0.058
C: 4.25921 -0.16532 -2.23980  -0.016
C: -3.14041 -3.26963 0.28909  -0.023
H: 2.26306 -2.05692 4.59737  0.127
C: -0.58109 -2.64856 -3.19299  -0.016
C: 1.46759 -2.84613 2.76080  -0.155
C: -1.19379 -4.63083 0.11547  0.000
H: -3.30579 2.76621 1.82817  0.068
C: -3.40434 1.23670 0.25875  -0.406
C: 2.00640 1.59935 1.56204  -0.271
H: 0.11608 2.97227 -4.90961  0.080
Cl: 3.84094 5.72496 2.34776  0.711
Cl: 5.61095 3.17970 2.49551  0.692
Y: 0.59692 -0.22348 0.64436  1.515
H: -4.14526 3.64169 -0.67758  0.112
H: 2.60270 1.02408 -1.56089  0.084
H: 5.10446 -3.08913 -0.76950  0.124
H: -0.90550 4.34364 -3.34750  0.114
H: -5.00947 -0.22819 0.39198  0.083
Cl: 0.78499 5.44673 1.74251  0.708

***

Record 2
This record from OMol25 describes C43H41F2HfIN4O2Te as an isolated structure. The level of theory is ωB97M-V/def2-TZVPD.

E_LUMO: -0.9279 eV
Calculated total energy: -77448.0621 eV
Relative energy (zero: lowest compared OMol25 entry of this formula, charge and spin): 21.09 kJ/mol
Net charge: 0
HOMO level: -6.974 eV

Last column: Löwdin charge in e.
Element x y z (Å)
C: -0.09610 5.60120 0.70170  -0.311
H: -0.38400 -4.39260 1.06630  0.106
H: 3.06990 2.44490 4.55340  0.113
H: -2.76580 4.64520 -2.20790  0.070
H: 1.23370 1.82560 -3.29190  0.040
N: 2.91230 -2.66870 3.26720  -0.254
H: -1.58750 -1.01260 2.70330  0.076
H: -4.57490 -4.20580 1.85510  0.107
C: 2.76220 -0.37120 0.45720  -0.195
C: 1.74470 -0.25000 -3.54600  -0.269
H: 0.16030 -3.65360 -1.17300  0.148
H: 0.50070 7.44590 1.59120  0.118
H: 4.92010 -3.29760 2.90850  0.081
H: 5.42580 -1.11810 2.45920  0.099
H: 1.37070 4.61310 1.90960  0.063
C: -0.97170 -0.28800 3.22410  -0.069
C: 1.33320 -2.03270 -1.94170  -0.091
H: 2.75810 2.86600 -0.28910  0.109
C: 1.49250 1.12250 -4.08340  -0.012
C: -0.34240 7.78040 -0.33600  -0.276
C: 1.94230 2.01380 2.75910  -0.235
C: 4.92370 0.01650 -0.65690  -0.079
H: 3.06230 0.49920 -1.50740  0.086
N: -0.22020 -1.94240 -0.08390  -0.014
H: 4.65920 3.96080 0.89190  0.111
C: 0.43860 -2.61120 -0.98520  -0.048
O: 0.45530 0.16380 -1.59390  -0.402
C: -1.33970 -2.56330 0.49180  -0.360
C: -3.71120 -2.44800 0.99920  -0.130
C: -2.55780 -1.87440 0.50260  -0.562
H: -0.25580 3.91570 2.00850  0.043
C: -1.21090 -0.14880 4.57970  -0.258
H: -4.62790 -1.88020 0.97890  0.100
H: 4.62710 -2.37030 4.40570  0.085
F: -2.15550 -0.91520 5.16060  0.069
H: -1.29800 4.50620 -3.16470  0.050
C: 4.89450 -0.82340 1.56590  -0.048
C: 0.30750 4.84430 1.93130  -0.071
H: 5.45900 0.33890 -1.53750  0.104
C: -0.98860 7.15740 -1.39250  -0.023
H: 1.73240 -1.08250 2.76210  0.080
H: 0.11820 5.44080 2.82140  0.085
C: -3.67100 -3.73970 1.49720  -0.075
C: 0.47730 1.48660 4.72280  -0.202
H: 2.36710 1.46100 -4.63220  0.082
H: 2.96390 -3.72930 1.42560  0.077
C: 0.02920 0.43500 2.56300  -0.236
H: 3.19870 -0.67600 3.67570  0.128
N: 1.92600 2.09210 1.41600  -0.040
H: -0.62400 9.76290 -1.11560  0.072
C: 2.78230 -2.26890 -3.83650  -0.092
C: 2.19280 -2.83700 -2.72850  -0.133
I: -2.43910 0.17340 -0.10860  1.028
H: 3.22970 -4.67750 -3.03930  0.124
O: 3.00600 -4.43040 -1.06500  -0.046
H: 4.83000 3.67530 3.36750  0.112
C: 1.15940 -0.66730 -2.31570  -0.304
C: 3.53950 0.07670 -0.62640  -0.145
C: 3.01050 2.55450 3.48500  0.010
H: 4.07480 -4.04230 4.27680  0.083
H: 0.98370 9.45070 -0.45710  0.081
H: -0.74110 0.91140 6.39250  0.132
C: -1.14240 5.78000 -1.44480  -0.333
H: 0.65680 1.08690 -4.78080  0.090
H: 2.52770 -3.84590 -0.46580  0.038
H: -0.37360 9.69440 0.63330  0.077
H: -1.38430 7.75720 -2.20060  0.111
C: 4.21020 -3.11060 3.72590  -0.111
H: -2.41990 -5.41240 1.97070  0.109
C: -2.46730 -4.42330 1.53990  -0.068
C: 3.92750 3.38970 1.43970  -0.035
Hf: 0.62160 0.34410 0.39500  1.304
C: 2.47960 -4.26680 -2.36040  -0.214
F: 1.10550 2.41440 5.48270  0.061
C: 2.80910 -1.27950 2.84800  -0.174
H: 3.46340 -2.83450 -4.45720  0.114
C: -0.62290 4.97230 -0.42740  -0.450
H: 6.69240 -0.45270 0.46910  0.103
H: 1.55770 -4.86600 -2.46610  0.124
N: 2.53360 -1.03090 -4.24670  0.129
H: -2.26310 5.99370 -3.24520  0.071
C: 0.80300 1.31500 3.37340  -0.157
H: 2.24560 -4.57150 2.81390  0.093
C: -0.08160 9.25790 -0.32020  -0.053
C: 2.87340 2.78330 0.78740  -0.153
C: 2.34350 -3.60090 2.32520  -0.088
C: 0.05480 6.98100 0.72200  -0.028
C: 4.00740 3.24060 2.81920  -0.034
C: -1.31720 -3.85110 1.02790  -0.029
C: 3.50060 -0.83350 1.56680  -0.221
C: 5.61240 -0.43020 0.45390  -0.076
Te: -0.61010 2.80690 -0.71930  0.875
H: 1.35040 -3.25470 2.03560  0.065
C: -1.91050 5.20100 -2.59160  -0.111
C: -0.51630 0.76190 5.35040  0.078

***

Record 3
This record from OMol25 describes C43H41GaN5O4PSSb as an isolated structure. The level of theory is ωB97M-V/def2-TZVPD.

E_LUMO: -3.7034 eV
Calculated total energy: -139930.0121 eV
Net charge: +1
HOMO level: -7.878 eV

Last column: Löwdin charge in e.
Element x y z (Å)
C: 3.76158 0.06401 1.87127  -0.002
H: -2.67814 -1.34824 4.42014  0.116
H: -1.06333 -2.10231 1.73499  0.035
H: 3.07040 0.89695 1.93799  0.059
C: 1.49281 4.44254 -1.56518  -0.014
H: -5.62972 2.41234 -2.90125  0.111
C: -1.07876 -2.97892 1.10235  -0.052
N: -0.42276 -1.48621 -0.74895  0.048
H: -3.01911 0.35138 6.19374  0.111
H: -2.25504 -4.30559 -0.84985  0.128
H: 2.43171 -4.02021 4.50407  0.098
C: -2.22609 0.10453 2.91431  -0.110
C: -2.77858 0.65751 5.18388  -0.068
C: -2.56429 -0.29465 4.19694  -0.061
C: 4.36951 -2.33030 -0.95880  -0.016
O: -10.01540 -4.30226 0.54615  0.108
C: 1.03644 1.85507 -2.21765  -0.473
C: 1.19320 -1.09927 5.01698  -0.019
Ga: 0.58221 0.20654 0.47094  0.694
H: -1.60112 1.42257 -1.86262  0.061
H: -6.12326 2.87893 -0.53059  0.113
C: -6.23798 -2.75279 -0.73153  -0.131
H: -2.86606 2.75016 5.63753  0.110
H: -0.16744 -3.54166 1.30875  0.078
H: -0.50376 3.95226 1.87478  0.054
H: -0.87355 4.09282 0.14038  0.042
H: -9.37265 -4.69730 -0.05325  0.089
H: -5.53513 -1.07009 2.11722  0.083
H: 3.43576 3.29624 0.60299  0.095
C: -2.11548 1.45618 2.59512  -0.349
C: -1.76650 -3.42282 -1.23455  -0.087
O: 1.59070 -3.23970 2.27665  0.068
H: 3.37535 -2.28182 -2.86812  0.100
H: -2.35693 -3.74558 -3.26152  0.125
C: -6.09045 -1.66058 1.40374  -0.119
C: -2.58761 1.76942 -1.58302  -0.117
C: -4.14603 2.41736 0.13834  -0.079
S: -3.83160 -1.58319 -0.18949  0.636
H: 0.46143 2.55542 -4.15768  0.097
O: -10.13738 -2.65793 2.01541  0.108
H: -2.07099 -0.63338 2.14217  0.050
C: -2.87259 2.00510 -0.24179  -0.387
C: -7.52926 -3.15140 -0.43769  -0.046
H: -7.85947 -1.77176 2.61914  0.118
H: -4.37559 2.58730 1.18366  0.113
C: -3.57392 1.92516 -2.54359  -0.069
H: 1.91316 3.20487 1.47199  0.058
C: -4.84624 2.31936 -2.16092  -0.060
N: 2.54233 -0.37107 -0.23176  0.032
C: -2.34809 2.40649 3.58733  -0.079
C: -5.12788 2.57292 -0.82409  -0.055
C: 1.56476 -3.52982 4.93834  0.007
H: -8.08681 -3.69621 -1.19326  0.109
C: 0.77965 2.83436 -3.16134  -0.121
N: 1.07604 -1.01193 2.30726  0.153
H: 2.48103 4.76370 0.83265  0.089
C: 1.34770 -2.22344 2.89059  -0.496
C: -1.22561 3.71815 1.09456  -0.201
H: -3.35402 1.72051 -3.58373  0.107
C: -1.81317 -3.12141 -2.56577  -0.053
N: 1.44391 2.13806 -0.96673  0.035
H: 1.72334 5.46139 -1.28389  0.123
C: -0.39741 -1.26272 -2.09536  -0.472
H: 4.78122 0.45094 1.88282  0.105
H: 5.05165 -3.12841 -1.22066  0.125
H: 5.22866 -1.97181 0.97204  0.132
H: -2.18890 4.17856 1.30901  0.060
H: 3.64533 -0.57187 2.74833  0.094
C: 0.96302 4.16237 -2.80924  -0.028
O: 0.80619 1.15642 2.29865  -0.127
C: -1.10613 -2.58804 -0.32655  -0.367
C: -9.49317 -3.22419 1.17490  -0.491
C: -1.10101 -2.01314 -3.00676  -0.134
C: -5.47636 -2.01864 0.19144  -0.707
H: 1.24802 -1.20655 6.09202  0.142
P: -1.50136 1.91624 0.94225  1.061
Sb: 1.19829 -0.15187 -2.98995  1.576
H: -1.94578 -3.58837 1.34139  0.095
H: 0.88378 1.02008 4.98849  0.127
C: 1.00001 0.10467 4.43188  0.033
C: 2.41886 3.69394 0.64596  -0.011
H: 0.74296 4.95783 -3.50893  0.122
H: 1.71596 -3.38462 6.00434  0.095
C: 3.55075 -0.70963 0.60521  -0.273
H: -2.27666 3.46351 3.37062  0.096
C: 1.74039 3.41487 -0.65884  -0.319
H: 0.69925 -4.16977 4.77425  0.106
C: -7.38499 -2.04962 1.68664  -0.026
C: -8.11404 -2.81784 0.78312  -0.163
H: -1.04075 -1.77572 -4.06102  0.090
C: 4.45553 -1.70601 0.26396  0.002
H: -5.79326 -3.00665 -1.68496  0.088
C: -2.68334 2.00551 4.87400  -0.065
C: 0.94563 0.11003 3.01446  -0.524
C: 2.52359 -0.90671 -1.47307  -0.418
N: 1.35863 -2.23346 4.29819  -0.025
C: 3.42261 -1.87879 -1.86500  -0.095

***

Record 4
This record from OMol25 describes C43H41GeInN8O4S as an isolated structure. The level of theory is ωB97M-V/def2-TZVPD.

E_LUMO: -5.6128 eV
Calculated total energy: -137883.0404 eV
Relative energy (zero: lowest compared OMol25 entry of this formula, charge and spin): 0.00 kJ/mol
Net charge: +2
HOMO level: -12.231 eV

Last column: Löwdin charge in e.
Element x y z (Å)
C: 1.52009 1.26935 -1.73024  -0.111
H: -0.92704 -1.10120 1.59690  0.134
C: 2.94465 1.32467 2.61033  -0.267
C: -3.77230 1.65208 -3.82355  -0.078
O: -5.35213 -1.47261 -1.53978  0.028
H: -4.34945 2.91016 -5.45629  0.124
O: -4.19290 -0.12808 -0.14209  -0.050
H: -2.78566 -2.72335 -4.43324  0.151
C: -1.08299 -6.81026 -0.21523  -0.042
H: 1.67559 2.13741 -2.36416  0.125
H: -1.49498 2.29893 3.17113  0.127
H: 1.69135 -1.39669 -0.60643  0.069
H: -6.14013 -1.13619 1.42449  0.142
C: -0.38155 -6.72485 0.99231  -0.037
S: 1.10418 5.05673 2.18503  0.745
C: -0.47647 4.75089 2.47198  -0.853
C: -0.18262 -5.50840 1.60690  0.003
H: -0.79892 5.97952 4.04692  0.115
H: 5.37813 -0.86592 1.52421  0.108
C: 3.79399 1.97072 4.78404  -0.067
H: 1.61912 2.70814 -0.05710  0.061
H: -3.88103 2.42017 -3.06890  0.125
H: -6.78363 0.24548 0.53081  0.143
C: 4.65678 -1.50591 1.02615  -0.105
C: 0.13800 0.72279 -1.93976  -0.597
C: 3.99468 1.74492 3.42648  -0.093
H: 2.15238 -3.81619 -0.77936  0.099
C: -1.57364 -5.67184 -0.81268  0.002
C: 4.90899 -2.86824 0.94038  -0.072
H: -1.01166 4.92294 -0.18756  0.134
C: 5.93152 4.04770 -0.13208  -0.076
C: -2.05911 1.56174 1.24428  -0.108
C: 4.00174 -3.70280 0.29844  -0.084
H: -3.33890 -1.17181 -6.33578  0.132
C: 2.84527 -3.16877 -0.25218  -0.095
N: -1.77688 -2.01291 -0.04748  0.090
C: -1.78775 2.96834 -0.56228  -0.081
H: -8.29898 -1.17202 -0.43651  0.169
H: 0.00942 -7.62278 1.45144  0.121
C: 1.48466 1.35240 4.54631  -0.100
C: 4.88762 3.29218 0.38427  -0.113
N: -7.43201 -1.65076 -0.20680  0.178
H: -2.09777 -5.71137 -1.75739  0.119
H: 4.18064 3.75515 1.06707  0.092
H: 4.61841 2.29969 5.40427  0.110
C: 2.58894 -1.80328 -0.15631  -0.108
O: -0.77306 1.32266 -2.57478  -0.031
C: 2.53926 1.77513 5.34476  -0.081
C: -1.31240 3.97764 0.24376  0.014
C: -1.57376 2.51523 2.11342  0.009
C: 4.74854 1.94382 0.04253  -0.280
C: 6.71974 2.12541 -1.34580  -0.077
C: -1.08532 -2.02857 1.05827  -0.114
N: -2.19603 -3.19562 -2.05466  0.122
H: 2.24088 0.49940 -2.01687  0.116
H: 6.03471 5.08966 0.14427  0.107
H: 7.66548 4.04942 -1.39718  0.108
H: 4.20492 -4.76336 0.21649  0.105
C: -4.03346 1.92109 -5.15586  -0.009
C: -1.15355 3.74055 1.60183  -0.231
C: -6.41016 -0.77045 0.43824  -0.030
H: -2.20878 5.12252 3.51836  0.119
H: 0.07462 -3.01138 2.39265  0.174
C: -3.87597 0.90349 -6.08034  -0.005
In: -2.33265 -0.05386 -1.42761  0.937
H: 2.38364 1.95349 6.40099  0.107
C: -3.47260 -0.35033 -5.64379  0.024
H: -2.40354 0.60096 1.60461  0.106
H: 0.50424 1.20007 4.98448  0.095
H: -1.84868 3.10072 -1.63078  0.113
H: -7.65235 -2.48368 0.33290  0.169
C: -5.19689 -0.79740 -0.50845  -0.605
H: 5.81718 -3.27839 1.36387  0.109
C: 5.67435 1.36919 -0.82776  -0.103
C: 1.68962 1.13315 3.19052  -0.131
O: -0.17957 -0.34944 -1.30714  -0.086
Ge: 3.22067 0.96159 0.71630  0.999
C: 1.62321 1.62722 -0.21248  -0.222
H: 0.85474 0.81043 2.57263  0.069
C: -3.23204 -0.54192 -4.29684  -0.226
C: -1.82083 -3.17365 -0.81024  -0.247
C: 3.49317 -0.95404 0.48126  -0.264
C: -1.38394 -4.42735 -0.20364  -0.083
H: 0.36563 -5.43680 2.53902  0.126
H: -1.22915 -7.77390 -0.68356  0.118
C: -0.69520 -4.36486 1.00406  -0.170
N: -2.51685 -1.95820 -2.55035  -0.042
N: -1.22089 5.29478 3.43851  0.125
C: 6.84766 3.46275 -0.99778  -0.077
H: 7.43720 1.66972 -2.01652  0.107
N: -2.13355 1.76101 -0.08135  0.011
H: 5.58842 0.32178 -1.09807  0.097
H: 4.97907 1.90917 3.00038  0.104
H: 0.74784 1.23965 0.31406  0.044
N: -3.38524 0.44974 -3.40122  0.052
H: -6.87631 -1.90291 -1.09910  0.143
H: -4.06348 1.08237 -7.13080  0.128
N: -0.52224 -3.10684 1.58410  0.160
C: -2.81397 -1.85673 -3.78024  -0.010